Version w
Entry from the Open Molecules 2025 dataset: a structure of composition C2H4N2OS2 (wB97M-V/def2-TZVPD).

```
! RIJCOSX wB97M-V def2-TZVPD def2/J DEFGRID3
* xyz 0 1
C -0.825 0.123 -0.118
C 0.743 0.366 -0.072
H -0.968 1.164 -1.853
H -2.472 0.139 -1.148
H 2.580 -0.303 0.312
H -0.370 -1.042 1.902
N -1.518 0.368 -1.274
N 1.485 -0.427 0.618
O -1.337 -0.199 0.973
S 1.463 1.553 -1.143
S 1.220 -1.742 1.804
*
```

Summary:
LUMO   -0.33 eV
HOMO energy   -8.4 eV
HOMO-LUMO gap   0.2980 Ha



Version x
Entry from the Open Molecules 2025 dataset: the molecule C2H4N2OS2 (wB97M-V/def2-TZVPD).

```
! RIJCOSX wB97M-V def2-TZVPD def2/J DEFGRID3
* xyz 0 1
O -0.972 -1.463 -1.830
N -2.174 -0.723 -1.675
C -2.017 0.294 -0.901
S -0.546 0.937 -0.091
C 0.136 -0.543 0.703
N 1.252 -0.679 1.281
S 2.229 0.665 1.285
H -1.242 -2.176 -2.450
H -2.948 0.814 -0.689
H -0.514 -1.406 0.655
H 3.297 0.142 1.981
*
```

Summary:
LUMO   0.56 eV
HOMO energy   -8.8 eV
HOMO-LUMO gap   0.3445 Ha



Version y
Entry from the Open Molecules 2025 dataset: the molecule C2H4N2OS2 (wB97M-V/def2-TZVPD).

```
! RIJCOSX wB97M-V def2-TZVPD def2/J DEFGRID3
* xyz 0 1
N 0.243 0.321 1.584
C 0.532 0.608 0.285
S 1.908 1.273 -0.182
C -0.828 0.249 -0.380
S -2.262 0.966 -0.048
N -0.442 -0.600 -1.443
O 0.786 -1.332 -1.260
H 0.927 0.462 2.287
H -0.853 0.426 1.692
H -0.823 -0.689 -2.407
H 0.811 -1.684 -0.127
*
```

Summary:
LUMO   -0.62 eV
HOMO energy   -8.6 eV
HOMO-LUMO gap   0.2941 Ha



version w is preferred energetically. Next in line: 67.6 kJ/mol higher.



Version w
Entry from the Open Molecules 2025 dataset: a structure of composition C2H4N2OS2 (wB97M-V/def2-TZVPD).

```
! RIJCOSX wB97M-V def2-TZVPD def2/J DEFGRID3
* xyz 0 1
C -0.011 -0.936 0.178
C 0.430 0.586 -0.144
H 2.035 -0.800 1.144
H 1.512 -2.432 1.029
H -0.084 2.427 -0.877
H -2.953 1.031 -0.045
N 0.829 -1.280 1.241
N -0.473 1.526 -0.535
O 1.617 0.812 0.234
S -0.826 -1.821 -1.030
S -2.077 0.886 -1.195
*
```

Summary:
LUMO   -1.04 eV
HOMO energy   -8.2 eV
HOMO-LUMO gap   0.2626 Ha



Version x
Entry from the Open Molecules 2025 dataset: the molecule C2H4N2OS2 (wB97M-V/def2-TZVPD).

```
! RIJCOSX wB97M-V def2-TZVPD def2/J DEFGRID3
* xyz 0 1
H 0.391 2.524 0.248
N 0.882 1.626 0.120
C 0.447 0.484 -0.120
N 1.242 -0.633 -0.527
S 3.006 -0.426 0.098
O -0.709 -0.156 0.078
C -1.834 0.371 -0.383
S -3.186 -0.406 0.204
H 0.833 -1.469 -0.288
H 2.694 0.035 1.537
H -1.913 1.395 -1.090
*
```

Summary:
LUMO   -0.44 eV
HOMO energy   -9.2 eV
HOMO-LUMO gap   0.3221 Ha



version x is preferred energetically. Next in line: 133.9 kJ/mol higher.



Version w
Entry from the Open Molecules 2025 dataset: a structure of composition C5H12O3 (wB97M-V/def2-TZVPD).

```
! RIJCOSX wB97M-V def2-TZVPD def2/J DEFGRID3
* xyz -2 1
C -0.550 -1.847 -2.286
O -0.003 -2.608 -3.259
C 0.579 -1.097 -1.358
C 0.151 0.331 -0.937
C 0.474 0.844 0.504
C -0.057 -0.054 1.587
O 0.353 0.321 2.875
H -1.190 -1.037 -2.680
H -1.176 -2.406 -1.557
H 0.843 -1.654 -0.491
H 1.512 -1.052 -1.896
H -0.882 0.473 -1.248
H 0.718 0.993 -1.609
H 0.235 1.916 0.576
H 1.540 1.070 0.291
H 0.302 -1.063 1.268
H -1.201 -0.018 1.583
H -0.355 3.046 2.635
H -0.390 1.380 2.886
O -0.903 2.460 3.117
*
```

Summary:
LUMO   6.78 eV
HOMO energy   0.2 eV
HOMO-LUMO gap   0.2401 Ha



Version x
Entry from the Open Molecules 2025 dataset: a structure of composition C5H12O3 (wB97M-V/def2-TZVPD).

```
! RIJCOSX wB97M-V def2-TZVPD def2/J DEFGRID3
* xyz -2 1
C -2.063 -1.750 -1.744
O -2.323 -2.478 -2.775
C -0.678 -1.674 -1.069
C -0.243 -0.749 0.122
C 0.598 0.647 -0.122
C 1.598 0.918 1.046
O 2.278 2.103 0.836
H -2.558 -0.732 -2.026
H -2.784 -2.081 -0.967
H -0.456 -2.613 -0.556
H 0.077 -1.524 -1.771
H 0.610 -1.451 0.638
H -0.928 -0.637 1.047
H 0.000 1.524 -0.369
H 1.190 0.648 -1.043
H 2.342 0.053 0.893
H 0.973 0.811 1.951
H 0.008 3.299 1.809
H 1.693 2.748 1.720
O 0.665 2.941 2.380
*
```

Summary:
LUMO   6.73 eV
HOMO energy   0.5 eV
HOMO-LUMO gap   0.2275 Ha



version w is preferred energetically. Next in line: 89.4 kJ/mol higher.



Version w
Entry from the Open Molecules 2025 dataset: a structure of composition C3H4N2OS (wB97M-V/def2-TZVPD).

```
! RIJCOSX wB97M-V def2-TZVPD def2/J DEFGRID3
* xyz 0 1
C 2.063 0.126 1.062
C -0.945 -0.711 0.039
C -1.364 0.807 0.041
H 1.145 0.149 1.790
H 2.848 0.941 0.976
H 2.726 -1.067 0.906
H 0.697 -1.770 -0.829
N 0.264 -0.954 -0.476
N -1.876 1.850 0.091
O -1.902 -1.407 0.323
S 1.285 0.337 -0.599
*
```

Summary:
LUMO   0.23 eV
HOMO energy   -9.8 eV
HOMO-LUMO gap   0.3700 Ha



Version x
Entry from the Open Molecules 2025 dataset: the molecule C3H4N2OS (wB97M-V/def2-TZVPD).

```
! RIJCOSX wB97M-V def2-TZVPD def2/J DEFGRID3
* xyz 0 1
C 1.849 -0.495 0.236
S 0.268 -0.904 -0.553
C -0.909 0.302 -0.315
C -0.453 1.751 -0.333
N -0.329 2.928 -0.165
N -2.124 0.199 -0.054
O -2.659 -1.015 0.064
H 1.963 -1.058 1.285
H 2.814 -0.622 -0.514
H 1.701 0.723 0.521
H -2.120 -1.811 -0.172
*
```

Summary:
LUMO   0.07 eV
HOMO energy   -9.7 eV
HOMO-LUMO gap   0.3585 Ha



version w is preferred energetically. Next in line: 130.5 kJ/mol higher.



Version w
Entry from the Open Molecules 2025 dataset: the molecule C3H4N2OS (wB97M-V/def2-TZVPD).

```
! RIJCOSX wB97M-V def2-TZVPD def2/J DEFGRID3
* xyz 0 1
H 2.208 -0.487 -0.491
N 2.076 -0.516 0.525
C 0.862 -0.321 0.885
N -0.199 -0.006 -0.011
C 0.038 0.764 -1.166
O -0.820 1.154 -1.910
C -1.537 -0.283 0.300
S -2.027 -1.217 1.540
H 0.524 -0.343 1.927
H 1.106 1.034 -1.210
H -2.231 0.220 -0.388
*
```

Summary:
LUMO   -0.73 eV
HOMO energy   -9.4 eV
HOMO-LUMO gap   0.3173 Ha



Version x
Entry from the Open Molecules 2025 dataset: a structure of composition C3H4N2OS (wB97M-V/def2-TZVPD).

```
! RIJCOSX wB97M-V def2-TZVPD def2/J DEFGRID3
* xyz 0 1
C 0.148 -0.028 0.398
C 0.083 0.167 -0.958
C -0.987 -0.097 1.347
N 1.862 0.219 -1.432
N 2.528 0.170 -0.450
O -0.885 0.197 -1.876
S 1.817 0.020 1.025
H -0.956 -1.053 1.988
H -1.149 0.681 2.027
H -1.844 -0.120 0.612
H -0.617 -0.155 -2.680
*
```

Summary:
LUMO   0.61 eV
HOMO energy   -8.9 eV
HOMO-LUMO gap   0.3479 Ha



Version y
Entry from the Open Molecules 2025 dataset: a cluster of 2 separate species, C3H4N2OS in total (wB97M-V/def2-TZVPD).

```
! RIJCOSX wB97M-V def2-TZVPD def2/J DEFGRID3
* xyz 0 1
C 1.125 -0.376 -1.468
C -1.728 -1.496 -0.952
C 0.378 0.885 1.509
N 0.723 0.332 -0.648
N 0.060 0.991 0.090
O -0.971 -2.322 -1.208
S -2.898 -0.454 -0.736
H 1.870 -0.341 -2.164
H -0.170 1.671 2.069
H 0.219 -0.213 1.860
H 1.390 1.323 1.648
*
```

Summary:
LUMO   0.76 eV
HOMO energy   -8.5 eV
HOMO-LUMO gap   0.3408 Ha



Version z
Entry from the Open Molecules 2025 dataset: a cluster of 2 separate species, C3H4N2OS in total (wB97M-V/def2-TZVPD).

```
! RIJCOSX wB97M-V def2-TZVPD def2/J DEFGRID3
* xyz 0 1
C 0.088 0.552 0.733
C 1.001 -1.112 -0.082
C 0.130 -0.733 -1.001
H -0.035 1.354 2.505
H -0.950 2.156 1.186
H 1.700 -1.888 -0.380
H -2.166 -0.955 -2.464
N -0.058 1.726 1.576
N 1.005 -0.281 0.995
O -0.368 0.559 -0.551
S -0.346 -1.378 -2.517
*
```

Summary:
LUMO   -0.82 eV
HOMO energy   -8.3 eV
HOMO-LUMO gap   0.2763 Ha



version w is preferred energetically. Next in line: 193.5 kJ/mol higher.



Version w
Entry from the Open Molecules 2025 dataset: the molecule C3H4N2OS (wB97M-V/def2-TZVPD).

```
! RIJCOSX wB97M-V def2-TZVPD def2/J DEFGRID3
* xyz 0 1
C 2.769 -0.045 0.284
C -0.141 1.195 -1.175
C 0.228 -0.271 0.631
N 1.669 -0.271 0.577
N -0.378 0.008 -0.613
O -0.854 0.024 -3.234
S -0.509 1.367 -2.743
H 0.278 2.050 -0.486
H 0.028 -1.186 1.045
H 0.004 0.444 1.278
H -0.777 -0.699 -1.299
*
```

Summary:
LUMO   0.40 eV
HOMO energy   -8.7 eV
HOMO-LUMO gap   0.3331 Ha



Version x
Entry from the Open Molecules 2025 dataset: the molecule C3H4N2OS (wB97M-V/def2-TZVPD).

```
! RIJCOSX wB97M-V def2-TZVPD def2/J DEFGRID3
* xyz 0 1
C 1.631 -0.464 0.259
N 0.922 -1.488 0.109
N -0.441 -1.567 0.353
C -1.307 -0.789 -0.193
S -0.992 0.809 -0.828
C 0.003 1.270 0.612
O 1.310 0.845 0.486
H 2.717 -0.591 -0.073
H -2.363 -1.177 -0.026
H 0.146 2.403 0.569
H -0.430 0.948 1.592
*
```

Summary:
LUMO   0.50 eV
HOMO energy   -9.5 eV
HOMO-LUMO gap   0.3665 Ha



Version y
Entry from the Open Molecules 2025 dataset: the molecule C3H4N2OS (wB97M-V/def2-TZVPD).

```
! RIJCOSX wB97M-V def2-TZVPD def2/J DEFGRID3
* xyz 0 1
C -1.088 -0.210 -1.218
C -0.006 -0.116 -0.212
N 1.011 -0.910 -0.136
N 1.841 -0.456 0.811
O 1.179 0.571 1.559
C 0.062 0.872 0.867
S -0.944 2.094 1.259
H -1.132 0.711 -1.811
H -0.899 -1.055 -1.903
H -2.076 -0.340 -0.701
H 2.052 -1.162 1.485
*
```

Summary:
LUMO   -0.34 eV
HOMO energy   -8.9 eV
HOMO-LUMO gap   0.3160 Ha



version y is preferred energetically. Next in line: 47.2 kJ/mol higher.



Version w
Entry from the Open Molecules 2025 dataset: the molecule C3H4N2OS (wB97M-V/def2-TZVPD).

```
! RIJCOSX wB97M-V def2-TZVPD def2/J DEFGRID3
* xyz 0 1
N 1.696 -1.017 0.028
N 0.620 -0.326 -0.200
C 0.402 1.046 -0.009
C -0.958 1.257 -0.049
C -1.722 -0.049 -0.153
S -3.275 -0.564 -0.017
O -0.659 -0.945 0.018
H 1.845 -1.568 1.033
H 1.905 -1.747 -0.902
H 1.405 1.656 -0.032
H -1.257 2.258 0.284
*
```

Summary:
LUMO   -0.02 eV
HOMO energy   -8.3 eV
HOMO-LUMO gap   0.3035 Ha



Version x
Entry from the Open Molecules 2025 dataset: the molecule C3H4N2OS (wB97M-V/def2-TZVPD).

```
! RIJCOSX wB97M-V def2-TZVPD def2/J DEFGRID3
* xyz 0 1
N -1.817 -0.429 -0.043
C -0.513 -0.109 -0.016
C 0.617 -0.874 0.115
C 1.705 0.065 0.108
S 3.342 -0.111 -0.082
O 1.193 1.329 -0.028
N -0.216 1.251 -0.077
H -1.933 -1.444 -0.369
H -2.436 0.327 -0.362
H 0.713 -1.966 0.201
H -0.656 1.961 0.553
*
```

Summary:
LUMO   0.32 eV
HOMO energy   -8.0 eV
HOMO-LUMO gap   0.3051 Ha



version x is preferred energetically. Next in line: 253.1 kJ/mol higher.